{
  "formula": "C43H39F2N6O5Pt",
  "method": "ωB97M-V/def2-TZVPD",
  "elements": ["Pt", "C", "C", "O", "C", "C", "C", "C", "C", "C", "O", "H", "H", "H", "H", "H", "H", "H", "C", "O", "C", "C", "C", "C", "C", "C", "N", "C", "N", "C", "C", "C", "C", "C", "C", "O", "C", "N", "C", "C", "C", "C", "C", "C", "O", "C", "H", "H", "H", "H", "H", "H", "H", "H", "H", "H", "H", "H", "H", "H", "H", "H", "H", "H", "H", "H", "H", "H", "F", "C", "F", "H", "N", "C", "C", "C", "C", "C", "C", "N", "C", "C", "C", "C", "N", "C", "C", "H", "H", "H", "H", "H", "H", "H", "H", "H"],
  "xyz": [[18.423371, 2.256460, 16.585206], [20.612977, 4.915975, 20.778689], [20.952768, 4.972214, 19.296339], [20.255546, 5.545114, 18.480356], [22.321216, 4.422003, 18.933742], [23.425415, 5.227043, 19.213816], [24.709257, 4.854635, 18.786957], [24.915082, 3.638901, 18.117797], [23.884989, 2.814811, 17.868447], [22.537070, 3.159183, 18.263619], [21.561575, 2.391272, 17.946556], [19.571136, 5.161669, 20.916649], [21.193431, 5.655086, 21.308953], [20.847690, 3.946504, 21.221703], [23.327234, 6.166327, 19.745413], [25.600672, 5.434976, 18.997994], [25.936891, 3.411275, 17.832695], [23.945288, 1.862925, 17.345556], [12.947116, 0.798161, 11.600292], [13.544055, 1.495160, 12.691674], [13.249319, 2.816635, 12.783757], [12.494230, 3.517342, 11.863992], [12.279014, 4.886136, 12.050091], [12.857398, 5.558282, 13.107609], [13.621545, 4.840788, 13.999750], [13.791278, 3.471403, 13.888648], [14.504154, 2.694259, 14.826209], [15.849987, 2.723645, 15.033062], [16.449292, 3.869155, 14.603343], [17.777637, 4.286960, 14.534644], [18.827142, 3.708034, 15.210875], [20.117821, 4.255110, 15.105721], [20.322729, 5.353192, 14.281355], [19.264658, 5.975755, 13.652438], [18.002349, 5.427741, 13.745408], [16.851179, 5.988992, 13.209694], [17.018536, 6.685529, 11.962639], [16.537583, 1.750181, 15.568649], [16.013908, 0.445095, 15.821876], [15.347680, 0.098870, 17.009882], [15.038252, -1.224045, 17.275721], [15.267357, -2.233705, 16.356142], [15.925855, -1.919402, 15.194871], [16.296192, -0.604751, 14.939951], [17.129211, -0.336070, 13.879384], [16.489005, 0.268850, 12.720559], [13.250179, -0.237166, 11.682315], [13.265925, 1.223064, 10.648689], [11.858272, 0.867841, 11.674063], [12.023613, 2.995412, 11.022026], [11.658623, 5.445714, 11.378552], [12.684895, 6.624974, 13.303308], [13.997829, 5.360660, 14.870553], [14.039166, 1.827160, 15.073205], [15.812505, 4.506216, 14.148042], [20.955457, 3.868945, 15.698931], [21.295787, 5.783649, 14.180110], [19.485038, 6.890109, 13.055819], [17.291693, 7.721092, 12.202857], [16.039120, 6.672738, 11.489860], [17.794810, 6.201417, 11.322095], [15.084746, 0.869726, 17.728163], [14.546877, -1.498871, 18.178240], [14.990718, -3.262736, 16.525061], [16.174867, -2.700215, 14.470849], [15.492966, -0.160479, 12.637463], [17.081477, 0.005630, 11.840063], [16.433445, 1.362135, 12.820306], [17.226202, 3.952138, 18.511241], [17.836851, 2.709896, 18.539961], [18.912073, 2.830760, 19.359459], [17.102947, 1.992113, 18.912877], [19.737093, -4.806506, 16.349426], [20.004507, -6.033252, 15.745533], [19.921796, -7.346454, 16.268302], [20.232585, -8.358154, 15.378705], [20.653784, -8.059241, 14.076467], [20.730404, -6.753705, 13.594135], [20.413940, -5.707266, 14.454717], [20.412386, -4.329551, 14.274595], [20.042499, -3.846134, 15.412889], [19.810990, -2.409145, 15.740446], [20.242636, -1.405447, 14.870850], [19.926095, -0.088556, 15.171675], [19.193645, 0.265497, 16.234078], [18.842369, -0.693409, 17.091761], [19.127682, -2.016870, 16.893143], [19.500389, -4.680444, 17.308853], [19.598669, -7.513301, 17.274970], [20.115644, -9.386256, 15.716643], [20.886832, -8.845583, 13.374492], [20.978333, -6.571271, 12.566860], [20.759447, -1.619287, 13.965241], [20.232961, 0.718296, 14.506969], [18.281878, -0.439915, 17.972949], [18.791171, -2.757252, 17.611451]],
  "atomic_forces_ev_per_a": [[-0.012, -0.223, -0.341], [-0.145, -0.328, -0.552], [-0.382, 0.452, 0.065], [0.776, -0.797, 0.583], [0.602, 0.724, 0.070], [0.046, -0.301, -0.233], [-0.208, -0.281, 0.288], [1.042, 0.514, 0.072], [-1.177, -0.906, -0.226], [-1.468, -0.672, -0.730], [1.228, 1.025, 0.454], [-0.308, -0.026, -0.005], [0.394, 0.326, 0.123], [-0.028, -0.003, -0.142], [-0.235, -0.020, -0.053], [-0.336, 0.294, 0.079], [-0.173, -0.209, -0.114], [0.294, 0.170, 0.105], [-0.274, 0.234, 0.207], [-0.220, -0.174, -0.151], [0.201, -0.257, -0.146], [-0.651, 0.240, -0.441], [0.135, -0.134, -0.021], [-0.171, 0.415, -0.073], [-0.058, -0.087, 1.027], [0.089, 0.554, -0.465], [-0.048, -0.738, 0.583], [0.542, 0.659, -0.568], [-0.933, -0.487, 0.203], [0.086, 0.028, -0.271], [1.097, -0.055, 0.353], [0.056, 0.087, -0.134], [0.025, -0.472, 0.737], [-0.025, 0.759, -1.108], [-0.810, 0.588, 0.114], [0.823, -0.520, -0.325], [0.333, 0.073, 0.357], [-0.129, -0.357, 0.451], [-0.540, -0.168, 0.416], [0.258, 0.323, -0.223], [-0.465, -0.131, -0.145], [0.318, 0.115, 0.023], [0.193, -0.046, -0.817], [0.852, 0.590, -0.394], [-0.285, 0.070, -0.803], [0.273, -0.317, 0.559], [0.093, -0.099, 0.006], [0.100, -0.088, -0.059], [0.042, -0.123, -0.066], [0.277, 0.400, 0.400], [-0.241, -0.019, -0.386], [0.070, -0.551, -0.318], [0.185, -0.092, 0.118], [0.309, 0.037, -0.028], [0.112, 0.158, -0.063], [-0.434, -0.031, -0.308], [0.484, 0.128, 0.050], [-0.493, -0.835, 0.498], [0.068, -0.168, -0.368], [0.104, -0.013, -0.124], [-0.644, 0.348, 0.478], [0.121, -0.017, -0.023], [-0.331, 0.094, 0.698], [-0.119, -0.017, 0.275], [0.009, 0.386, 0.142], [-0.076, 0.155, -0.185], [-0.021, 0.040, 0.248], [-0.015, -0.296, 0.022], [0.147, -0.679, -0.030], [-0.022, 1.041, 0.059], [-0.425, -0.360, 0.117], [0.129, -0.064, 0.389], [0.432, -0.658, -0.690], [-0.176, -0.127, 1.199], [0.087, 1.046, -1.189], [-0.090, 0.035, 0.548], [-0.101, 0.649, -0.629], [-0.097, -0.669, 0.197], [-0.068, -0.251, 0.055], [0.294, -0.144, -0.409], [-0.791, 0.820, 1.121], [0.303, -0.320, -0.608], [-0.585, 0.351, 0.842], [-0.009, 0.159, -0.472], [0.367, -0.119, 0.061], [-0.193, -0.216, 0.246], [0.319, -0.675, -0.345], [-0.032, 0.122, 0.312], [-0.113, -0.204, 0.342], [0.211, 0.153, -0.218], [-0.008, -0.208, 0.113], [0.241, 0.092, -0.276], [0.350, -0.277, -0.419], [-0.128, -0.158, 0.173], [-0.164, 0.449, 0.141], [-0.063, 0.284, -0.027]],
  "s_squared": 6.0556,
  "lumo_ev": [-2.5733, -3.9951],
  "orbital_gap_ev": [7.4, 6.4],
  "spin_multiplicity": 5,
  "charge": 1,
  "e_homo_ev": [-9.9, -10.4]
}